Computed, not measured: a single C7H8N2O molecule in a non-equilibrium geometry, with ωB97M-V/def2-TZVPD.

Last column: Mulliken charge in e.
Atoms and positions in Å:
O 2.0094 1.4283 0.0188  -0.564
N -1.2064 -1.2563 -0.0597  -0.525
N 0.9262 -0.6196 0.0156  -0.174
C 3.3746 -0.5866 -0.0322  -1.314
C -0.3837 -0.2031 -0.0059  0.494
C -3.1135 0.1986 0.0038  -0.236
C -2.5303 -1.0421 0.0432  -0.246
C -0.8171 1.1050 -0.0134  -0.301
C 2.0935 0.2278 -0.0111  0.695
C -2.3173 1.2655 0.0288  -0.279
H -4.2905 0.4436 -0.0562  0.212
H -0.2864 2.0027 -0.2018  0.408
H 3.5527 -1.1651 -0.8211  0.410
H 4.1949 0.1960 0.0617  0.328
H -3.1967 -1.9511 0.0521  0.305
H 3.4155 -0.9251 0.9657  0.377
H 1.0635 -1.5467 0.0545  0.178
H -2.4884 2.4282 -0.0431  0.232

Computed properties:
Kohn-Sham gap   9.69 eV
SMILES   CC(=O)Nc1ccccn1
HOMO   -8.80 eV
E_LUMO   0.89 eV
Energy above the lowest of the compared OMol25 structures with the same formula, charge and spin   1.005 eV